(1)
{
  "formula": "C4H9OPS",
  "method": "wB97M-V/def2-TZVPD",
  "symbols": ["O", "P", "C", "C", "C", "S", "C", "H", "H", "H", "H", "H", "H", "H", "H", "H"],
  "xyz": [[-1.22, 2.46, 0.45], [0.07, 1.72, -0.20], [0.58, 0.74, 1.22], [0.65, -0.76, 0.92], [-0.05, -1.18, -0.41], [0.64, -1.94, -2.03], [-0.80, 0.09, -0.81], [-1.51, 3.05, -0.28], [0.03, 0.99, 2.19], [1.62, 1.19, 1.44], [0.02, -1.28, 1.69], [1.62, -1.15, 1.05], [-0.61, -2.12, -0.29], [1.64, -2.36, -2.82], [-0.94, 0.22, -1.88], [-1.74, 0.32, -0.24]],
  "e_above_lowest_kcal_mol": 80.0,
  "spin_multiplicity": 1,
  "charge": 0,
  "molar_mass_g_mol": 136.16,
  "smiles": "OP1CC[C@H](S)C1",
  "homo_energy_ev": -8.606
}

(2)
{
  "formula": "C21H30AsCsN4O5S2",
  "method": "wB97M-V/def2-TZVPD",
  "symbols": ["Cs", "O", "S", "O", "O", "O", "S", "C", "C", "C", "C", "C", "C", "N", "C", "C", "C", "C", "C", "C", "C", "H", "H", "H", "H", "H", "H", "H", "H", "C", "N", "C", "C", "N", "N", "C", "C", "H", "H", "H", "H", "H", "H", "H", "H", "H", "H", "H", "H", "H", "C", "As", "C", "C", "O", "H", "H", "H", "H", "H", "H", "H", "H", "H"],
  "xyz": [[0.41, -0.08, -0.22], [0.56, -1.80, -4.59], [0.40, -1.23, -3.23], [1.75, -1.27, -2.53], [-0.03, 0.18, -3.28], [-0.53, -2.04, -2.42], [0.12, -0.12, 5.86], [0.43, -1.73, 5.30], [0.58, -2.91, 6.01], [0.87, -4.07, 5.31], [1.01, -4.05, 3.92], [0.86, -2.88, 3.20], [0.55, -1.71, 3.90], [0.38, -0.47, 3.31], [0.16, 0.46, 4.17], [0.00, 1.91, 3.87], [-0.39, 2.75, 4.93], [-0.50, 4.11, 4.72], [-0.21, 4.61, 3.46], [0.15, 3.75, 2.43], [0.27, 2.34, 2.56], [0.48, -2.93, 7.09], [0.99, -5.00, 5.85], [1.26, -4.96, 3.39], [1.01, -2.84, 2.12], [-0.62, 2.34, 5.91], [-0.81, 4.77, 5.53], [-0.28, 5.68, 3.28], [0.37, 4.20, 1.46], [-0.19, 3.26, -3.46], [-1.15, 4.18, -2.87], [-0.85, 5.56, -3.21], [-1.49, 3.92, -1.54], [-0.89, 3.02, -0.88], [-2.55, 4.75, -1.07], [-2.83, 4.66, 0.35], [-3.77, 4.73, -1.86], [-0.17, 3.42, -4.54], [-0.45, 2.22, -3.26], [0.82, 3.43, -3.06], [0.17, 5.84, -2.88], [-1.55, 6.25, -2.74], [-0.90, 5.69, -4.29], [-1.28, 2.90, 0.05], [-3.30, 3.70, 0.63], [-3.52, 5.46, 0.62], [-1.92, 4.78, 0.93], [-3.53, 4.75, -2.92], [-4.37, 5.61, -1.62], [-4.37, 3.83, -1.66], [1.66, -4.18, -2.42], [2.56, -3.16, -1.05], [4.18, -2.31, -1.68], [3.41, -4.67, -0.08], [1.74, -2.38, 0.17], [2.35, -4.99, -2.69], [1.39, -3.57, -3.27], [0.76, -4.58, -1.96], [4.75, -3.03, -2.27], [4.75, -2.03, -0.79], [3.92, -1.44, -2.28], [4.08, -5.23, -0.72], [2.63, -5.33, 0.30], [3.96, -4.27, 0.77]],
  "e_above_lowest_kcal_mol": 0.0,
  "spin_multiplicity": 1,
  "charge": -2,
  "molar_mass_g_mol": 690.46,
  "homo_energy_ev": -1.539
}

(3)
{
  "formula": "C2H2ClNO3",
  "method": "wB97M-V/def2-TZVPD",
  "symbols": ["C", "C", "N", "O", "O", "O", "Cl", "H", "H"],
  "xyz": [[1.86, -0.88, 0.07], [0.52, -0.03, 0.10], [0.96, 1.82, 0.47], [2.38, -1.33, 1.07], [1.16, 2.43, -0.53], [2.42, -0.83, -1.07], [-9.03, -1.09, -0.28], [-0.17, -0.09, 0.91], [-0.09, 0.00, -0.74]],
  "e_above_lowest_kcal_mol": 64.5,
  "spin_multiplicity": 1,
  "charge": -2,
  "molar_mass_g_mol": 123.49,
  "homo_energy_ev": -2.105
}

(4)
{
  "formula": "C14H16N2O3",
  "method": "wB97M-V/def2-TZVPD",
  "symbols": ["C", "C", "N", "C", "C", "C", "C", "C", "C", "C", "C", "C", "O", "N", "C", "O", "C", "C", "O", "H", "H", "H", "H", "H", "H", "H", "H", "H", "H", "H", "H", "H", "H", "H", "H"],
  "xyz": [[-2.51, 0.27, -0.78], [-2.22, -1.27, -0.19], [-0.85, -1.20, 0.46], [0.08, -2.30, 0.00], [1.23, -1.64, -1.02], [1.50, -0.11, -0.43], [2.08, 0.04, 1.13], [2.34, 1.49, 1.84], [1.98, 2.84, 0.94], [1.46, 2.61, -0.59], [1.18, 1.20, -1.37], [0.65, 1.36, -2.91], [0.36, 0.39, -3.79], [0.53, 2.88, -3.02], [1.01, 3.65, -1.78], [0.99, 5.00, -1.83], [-1.03, -1.17, 1.96], [-1.52, -2.40, 2.92], [-0.80, 0.02, 2.58], [-2.62, 1.07, 0.08], [-1.57, 0.58, -1.41], [-3.46, 0.25, -1.46], [-3.01, -1.41, 0.68], [-2.33, -2.10, -1.01], [-0.48, -3.21, -0.51], [0.71, -2.73, 0.91], [0.74, -1.62, -2.10], [2.22, -2.26, -1.05], [2.30, -0.99, 1.68], [2.74, 1.51, 2.94], [2.10, 3.92, 1.38], [1.18, 3.25, -3.76], [-0.74, -2.51, 3.79], [-2.54, -2.04, 3.43], [-1.69, -3.40, 2.31]],
  "e_above_lowest_kcal_mol": 335.7,
  "spin_multiplicity": 1,
  "charge": 0,
  "molar_mass_g_mol": 260.29,
  "smiles": "CCN(CCc1cccc2c1C(=O)NC2=O)C(C)=O",
  "homo_energy_ev": -8.776
}

(5)
{
  "formula": "C7H10N2",
  "method": "wB97M-V/def2-TZVPD",
  "symbols": ["C", "C", "C", "C", "C", "C", "C", "H", "H", "H", "H", "H", "H", "H", "H", "H", "H", "N", "N"],
  "xyz": [[2.31, -0.52, -0.04], [1.31, 0.21, -0.91], [0.19, 0.04, 0.02], [1.48, -0.03, 1.06], [-0.80, 1.15, -0.12], [-2.09, 0.99, 0.16], [-1.77, -1.36, -0.11], [2.16, -1.57, -0.08], [3.26, -0.10, 0.50], [0.89, -0.08, -1.97], [1.82, 1.27, -1.14], [1.75, 1.05, 1.07], [1.49, -0.44, 2.26], [-0.50, 2.09, -0.06], [-2.78, 1.80, 0.09], [-3.73, -0.41, -0.77], [-1.91, -2.56, -0.31], [-2.58, -0.37, 0.48], [-0.50, -1.14, -0.14]],
  "e_above_lowest_kcal_mol": 204.1,
  "spin_multiplicity": 1,
  "charge": 0,
  "molar_mass_g_mol": 122.17,
  "homo_energy_ev": -8.520
}

(6)
{
  "formula": "C2H6N6",
  "method": "wB97M-V/def2-TZVPD",
  "symbols": ["C", "C", "N", "N", "N", "N", "N", "N", "H", "H", "H", "H", "H", "H"],
  "xyz": [[1.18, -2.03, 2.70], [0.67, -1.36, 1.84], [-0.03, 1.56, -1.48], [-0.87, 1.54, -0.50], [-0.55, -1.03, -1.36], [-0.50, 1.59, 0.71], [-0.43, -1.36, -0.15], [0.46, -0.93, 0.64], [1.37, -2.10, 3.75], [-0.46, 1.48, -2.39], [-1.89, 1.42, -0.62], [0.20, -0.41, -1.69], [0.48, 1.69, 0.80], [-1.14, -2.15, 0.12]],
  "e_above_lowest_kcal_mol": 151.0,
  "spin_multiplicity": 1,
  "charge": 0,
  "molar_mass_g_mol": 114.11,
  "homo_energy_ev": [-8.223, -8.223]
}